{"formula": "C5H8O2", "method": "ωB97M-V with the def2-TZVPD basis set", "e_homo_ev": -8.96, "largest_force_ha_per_bohr": 0.01163, "relative_energy_kcal_mol": 102.8, "orbital_gap_ev": 9.29, "total_energy_ev": -9405.3727, "species": ["O", "O", "C", "C", "C", "C", "C", "H", "H", "H", "H", "H", "H", "H", "H"], "xyz": [[3.2146, 1.1555, 0.7570], [1.1977, -1.1043, 1.5522], [1.3449, -0.3549, 0.6083], [0.2322, 0.1546, -0.2738], [-1.1212, -0.4567, 0.0710], [-2.2434, 0.0665, -0.8203], [2.7435, 0.0584, 0.2400], [-1.0470, -1.5471, -0.0130], [3.8906, 0.5034, 0.0496], [-2.0514, -0.1559, -1.8766], [-1.3439, -0.2507, 1.1235], [0.5084, -0.0421, -1.3203], [-2.3561, 1.1527, -0.7232], [-3.2001, -0.3927, -0.5509], [0.2135, 1.2513, -0.1782]], "forces_ev_per_angstrom": [[-0.07, -0.30, -0.18], [0.12, 0.38, -0.45], [-0.13, -0.33, 0.29], [-0.03, 0.02, -0.02], [-0.01, -0.05, 0.07], [-0.04, 0.03, -0.04], [-0.22, 0.16, 0.22], [-0.01, 0.15, 0.02], [0.22, 0.14, 0.01], [-0.02, 0.03, 0.15], [0.02, -0.03, -0.14], [-0.01, 0.01, 0.14], [0.02, -0.15, -0.01], [0.14, 0.07, -0.05], [0.02, -0.13, 0.00]], "nbo_charge": [-0.60, -0.51, 0.48, -0.51, -0.39, -0.60, 0.11, 0.21, 0.51, 0.20, 0.21, 0.23, 0.20, 0.22, 0.23]}

=====

{"formula": "C9H16N3O2S", "method": "ωB97M-V with the def2-TZVPD basis set", "e_homo_ev": [-13.32, -13.48], "largest_force_ha_per_bohr": 0.09660, "relative_energy_kcal_mol": 0.0, "orbital_gap_ev": [9.25, 6.12], "total_energy_ev": -28978.6482, "s2": 2.010, "charge": 1, "multiplicity": 3, "species": ["S", "O", "O", "N", "N", "N", "C", "C", "C", "C", "C", "C", "C", "C", "C", "H", "H", "H", "H", "H", "H", "H", "H", "H", "H", "H", "H", "H", "H", "H", "H"], "xyz": [[0.1992, 0.4099, 1.1226], [1.3037, -0.4175, 1.5148], [0.0837, 1.7989, 1.4718], [-1.4780, 1.5576, -0.8551], [-2.3564, -2.4829, 1.8200], [0.3191, 0.5179, -0.8007], [1.3484, 1.3705, -1.2240], [-2.3256, 0.2442, 1.9436], [-3.4274, -0.5059, 2.4433], [3.5172, -0.0229, -2.0884], [-3.4191, -1.9020, 2.2593], [-1.3288, -1.8713, 1.4121], [2.7237, 0.7480, -0.9696], [-1.2631, -0.5452, 1.5012], [0.0367, -0.7239, -1.4862], [-0.5332, -2.5142, 1.0741], [-1.5908, 1.8175, 0.1449], [-2.1880, 1.3015, 2.2666], [1.3479, 1.5378, -2.3993], [2.7731, -0.0696, -0.2857], [-0.0142, -0.5631, -2.5504], [2.9089, -0.6375, -2.6093], [4.2600, -0.5564, -1.6238], [3.9763, 0.6552, -2.8273], [-4.2840, -0.1324, 2.9616], [-0.8103, -1.3307, -1.0581], [1.3287, 2.3340, -0.6633], [-1.0196, 2.3226, -1.2342], [3.4021, 1.5000, -0.6152], [0.8432, -1.3166, -1.0843], [-4.3334, -2.5232, 2.4394]], "forces_ev_per_angstrom": [[0.70, -1.00, -0.17], [-0.43, 0.74, -0.50], [0.02, -0.85, -0.19], [-1.91, -0.27, 2.16], [-1.97, -3.89, -0.14], [0.25, -2.37, 1.74], [1.18, 1.22, -2.50], [-1.22, -0.93, 2.67], [0.67, -0.13, -0.90], [-0.56, 4.54, -0.27], [-1.65, 1.48, 0.51], [2.60, -1.21, -0.55], [2.36, -1.43, -0.89], [0.36, 4.87, -0.89], [-0.24, -0.63, 1.65], [0.58, 0.19, -0.15], [-0.92, 0.13, -0.94], [-0.26, -0.81, -0.83], [-0.65, -0.11, 2.31], [-0.93, 0.13, 1.40], [0.14, -0.26, -0.24], [-2.00, -2.30, -1.66], [1.81, -1.30, 1.07], [-0.13, -0.15, 0.30], [-0.22, 0.85, 0.01], [0.21, 1.43, -0.68], [-0.37, -0.63, -0.52], [0.50, 2.39, -1.46], [0.06, 0.54, 0.41], [0.99, -0.83, -0.94], [1.03, 0.60, 0.17]], "lowdin_spin": [-0.01, 0.02, 0.01, 1.03, 0.00, 0.64, 0.07, 0.00, 0.00, 0.01, 0.00, 0.00, 0.06, 0.00, 0.04, 0.00, 0.03, 0.00, 0.01, 0.00, 0.00, 0.00, 0.00, 0.00, 0.00, 0.01, 0.01, 0.04, 0.00, 0.03, 0.00]}